# 1
35
Properties=species:S:1:pos:R:3:forces:R:3 method="wB97M-V/def2-TZVPD" charge=+1 de_lowest_kcal_mol=16.05 homo_lumo_gap_ev=10.4 energy_ha=-784.91883 e_lumo_ev=-2.6
C -1.18940 -2.63491 -0.26385 0.043 1.014 0.323
O -1.27002 -2.91557 -1.63162 -0.130 0.023 -0.673
C -0.66866 -1.17579 0.03156 -0.409 -1.374 -2.239
C 0.03795 -1.08720 1.34294 -0.339 0.500 0.040
C -0.23231 0.28014 2.06490 1.399 -1.343 0.219
C -1.63657 0.54094 2.47929 -0.148 -1.135 0.068
O -2.53468 0.57655 1.67263 -0.164 0.521 0.334
N 0.19049 -0.74891 -1.11264 0.867 -0.359 -0.274
H -2.14574 -2.66710 0.27553 0.102 -0.478 -0.170
H -0.50597 -3.39500 0.11076 0.048 0.111 0.347
H -2.06422 -2.59979 -2.08361 0.015 0.023 0.420
H -1.52766 -0.53374 -0.13906 -0.136 0.225 0.791
H 1.12318 -1.09230 1.12771 -0.396 -0.324 0.414
H -0.24296 -2.02238 1.87639 0.335 0.947 0.368
H 0.43791 0.22474 2.91588 -0.077 0.452 0.425
H 0.16778 1.04842 1.42123 -0.091 0.457 -0.259
H -1.79912 0.52219 3.58649 -0.333 0.360 -0.479
H 0.99296 -1.35759 -1.30944 -0.230 -0.287 0.489
H -0.37991 -0.84011 -2.00518 0.636 0.963 0.805
H 0.67903 0.22584 -0.95154 -1.115 -0.907 -1.042
H 0.57338 2.02852 -1.79584 0.213 -0.315 -0.092
H 1.58643 2.02284 -0.64047 0.425 -0.447 -0.530
O 1.33795 1.52368 -1.46645 -0.441 1.201 0.493
H -2.20647 2.80178 -2.07052 -0.195 0.182 0.104
H -2.67692 1.95453 -0.86549 0.035 0.035 -0.003
O -2.01939 2.00141 -1.57175 0.139 -0.107 -0.049
H 2.66709 3.19421 1.01540 -0.311 0.259 -0.119
H 3.11037 1.77048 1.10878 -0.554 -0.399 -0.148
O 2.35843 2.30764 0.79692 0.840 0.255 0.682
H -0.75377 0.33184 -4.09198 -0.036 0.114 -0.203
H -1.77553 0.70589 -2.95639 0.373 -0.253 -0.172
O -1.25351 -0.02127 -3.35436 -0.432 -0.013 0.217
H 4.40227 -0.38571 1.62076 -0.430 -0.123 -0.450
H 3.72238 -0.29054 2.90157 -0.592 0.025 0.188
O 3.49519 -0.29373 1.96144 1.089 0.198 0.174



# 2
7
Properties=species:S:1:pos:R:3:forces:R:3 method="wB97M-V/def2-TZVPD" charge=0 de_lowest_kcal_mol=83.51 homo_lumo_gap_ev="7.1 / 7.6" energy_ha=-733.53561 e_lumo_ev="-1.4 / -1.7"
C 0.23442 0.64236 0.16962 0.711 2.053 -1.192
N -0.66569 -0.29894 0.06152 -0.509 0.218 0.095
P -0.36413 -1.85590 -0.01407 0.115 -0.485 -0.077
I 2.34384 0.22230 -0.01101 -0.082 0.040 0.064
H 0.12463 2.08221 -1.15734 -0.084 -1.625 1.204
H 0.05085 1.42986 0.88648 0.093 0.070 0.059
H -1.72392 -2.22189 0.06480 -0.243 -0.271 -0.153



Please write out number 2 again, unchanged.
7
Properties=species:S:1:pos:R:3:forces:R:3 method="wB97M-V/def2-TZVPD" charge=0 de_lowest_kcal_mol=83.51 homo_lumo_gap_ev="7.1 / 7.6" energy_ha=-733.53561 e_lumo_ev="-1.4 / -1.7"
C 0.23442 0.64236 0.16962 0.711 2.053 -1.192
N -0.66569 -0.29894 0.06152 -0.509 0.218 0.095
P -0.36413 -1.85590 -0.01407 0.115 -0.485 -0.077
I 2.34384 0.22230 -0.01101 -0.082 0.040 0.064
H 0.12463 2.08221 -1.15734 -0.084 -1.625 1.204
H 0.05085 1.42986 0.88648 0.093 0.070 0.059
H -1.72392 -2.22189 0.06480 -0.243 -0.271 -0.153